1:
{
  "formula": "C4H5N5",
  "method": "wB97M-V/def2-TZVPD",
  "lumo_ev": 0.69,
  "orbital_gap_ev": 11.105,
  "total_charge": 0,
  "symbols": ["C", "N", "C", "N", "N", "C", "N", "C", "N", "H", "H", "H", "H", "H"],
  "coordinates": [[-1.38554, -1.17057, -0.69242], [-1.14288, 0.21847, -0.36468], [-1.91050, 0.90890, 0.42702], [-2.52180, 1.45596, 1.22318], [0.32828, 0.40577, 0.03508], [1.36396, 0.86365, -0.76722], [2.49446, 0.65656, -0.12392], [2.12977, 0.06293, 1.01680], [0.80696, -0.05907, 1.16489], [-2.26387, -1.26008, -1.30379], [-0.40098, -1.50908, -1.05862], [-1.56028, -1.77027, 0.25249], [1.22254, 1.40749, -1.63902], [2.83989, -0.21067, 1.83021]]
}

=====

2:
{
  "formula": "C4H5N5",
  "method": "wB97M-V/def2-TZVPD",
  "lumo_ev": 0.70,
  "orbital_gap_ev": 10.367,
  "total_charge": 0,
  "symbols": ["C", "N", "C", "N", "N", "C", "N", "C", "N", "H", "H", "H", "H", "H"],
  "coordinates": [[1.30334, 0.82058, 0.06168], [0.88219, -0.54393, -0.12631], [1.77559, -1.64499, 0.20902], [2.48240, -2.52693, 0.36738], [-0.44536, -0.84036, -0.00075], [-1.10020, -1.91038, -0.49181], [-2.37200, -1.81438, -0.18764], [-2.45145, -0.65369, 0.48710], [-1.30140, -0.03613, 0.63220], [0.86023, 1.25501, 0.96190], [2.38825, 0.84893, 0.13405], [0.98289, 1.39840, -0.80795], [-0.62189, -2.70753, -1.02190], [-3.36883, -0.25723, 0.86968]]
}

=====

3:
{
  "formula": "C4H5N5",
  "method": "wB97M-V/def2-TZVPD",
  "lumo_ev": 0.69,
  "orbital_gap_ev": 9.366,
  "total_charge": 0,
  "symbols": ["C", "N", "N", "N", "C", "C", "C", "N", "N", "H", "H", "H", "H", "H"],
  "coordinates": [[2.43097, 0.50226, 0.03132], [1.15989, -0.21782, -0.16077], [1.09320, -1.53871, -0.02667], [-0.06958, -1.98501, 0.00464], [-0.91242, -0.94727, -0.05311], [-2.25912, -0.54606, -0.02034], [-2.21421, 0.80248, 0.00887], [-0.95415, 1.35712, -0.09825], [-0.13602, 0.15953, -0.02693], [2.40978, 0.87124, 1.16462], [3.32535, -0.01481, -0.32043], [2.34364, 1.32435, -0.68792], [-3.08220, -1.14064, 0.12745], [-3.13514, 1.37333, 0.05751]]
}

=====

Energies relative to the most stable structure, in kcal/mol: 1 7.8; 2 0.0; 3 35.0.